C4H16N2O2 | ωB97M-V with the def2-TZVPD basis set

```
24
Properties=species:S:1:pos:R:3:forces:R:3:lowdin_charge:R:1
C 0.6158 2.0142 -0.3146 -0.1 -1.4 0.3 -0.28
C -0.1664 1.0281 -1.2843 0.5 2.3 1.1 -0.19
C -1.0391 -0.0084 -0.6008 0.7 -1.5 -0.7 -0.22
C -0.8494 -1.4204 -1.2130 -1.5 0.5 -0.1 -0.30
N -1.4610 -2.4822 -0.4125 0.9 -0.4 -0.1 -0.01
N -0.0253 2.1034 0.9839 0.0 0.1 -0.6 0.00
H 1.5790 1.5670 -0.1190 0.2 -0.2 0.1 0.07
H 0.8806 2.9265 -0.8543 -0.5 0.4 0.1 0.10
H -0.8297 1.7027 -1.8239 0.2 -0.2 -0.7 0.10
H 0.6918 0.7025 -1.8714 -0.7 -0.7 -0.6 0.10
H -2.0969 0.1921 -0.7666 0.0 0.4 0.4 0.11
H -0.8576 -0.0986 0.4679 0.0 0.4 0.1 0.08
H -1.3676 -1.4328 -2.1757 0.2 0.0 -0.2 0.11
H 0.1828 -1.6449 -1.4378 0.4 -0.2 0.1 0.09
H -2.3522 -2.2218 -0.0144 0.0 0.2 0.0 0.07
H -0.8309 -2.7058 0.3484 -0.3 -0.1 0.2 0.05
H 0.6206 2.2167 1.7436 -0.2 0.5 0.1 0.06
H -0.8452 2.6879 0.9973 0.2 0.2 0.4 0.07
H 2.7407 -1.1873 0.6232 0.1 -0.1 0.0 0.06
H 1.3137 -1.1054 0.0853 0.2 0.0 -0.4 0.01
O 2.1346 -0.6033 0.1579 -0.1 -0.2 0.2 -0.03
H 0.6461 -1.0144 1.7737 -0.2 0.0 0.4 -0.02
H 0.8995 -0.2123 2.9933 -0.3 -0.2 0.2 0.04
O 0.4161 -1.0036 2.7138 0.4 0.2 -0.2 -0.06
```
Positions in Å, forces in eV/Å.

- HOMO level (Ha) = -0.3295
- net charge = 0
- E_tot (eV) = -11481.83919
- SMILES = NCCCCN.O.O
- energy above the lowest of the compared OMol25 structures with the same formula, charge and spin (kcal per mole) = 26.1
- HOMO-LUMO gap (eV) = 9.44

---

C4H16N2O2 | ωB97M-V with the def2-TZVPD basis set

```
24
Properties=species:S:1:pos:R:3:forces:R:3:lowdin_charge:R:1
C -0.2662 0.7334 -1.1704 -0.5 0.9 -0.2 -0.12
C 0.0306 -0.7141 -1.6233 -1.8 -2.0 0.3 -0.09
C 0.4060 -1.6736 -0.5520 1.4 2.4 -0.8 0.17
C -0.2486 -2.8897 -0.1444 -0.2 -3.3 1.3 0.06
N 0.1258 -3.6189 0.8950 -2.0 2.7 -1.5 0.36
N 0.8201 1.3651 -0.3715 -0.7 -0.6 -0.4 0.21
H -1.2302 0.8301 -0.6601 0.2 -0.3 0.4 0.15
H -0.4483 1.2915 -2.0765 0.3 0.3 -0.4 0.16
H 0.7916 -0.7081 -2.4344 0.4 -0.1 0.5 0.20
H -0.8953 -1.0889 -2.1090 0.3 0.4 0.1 0.17
H 1.4343 -1.5131 -0.1824 -0.3 -0.3 0.4 0.18
H -1.0214 -3.4292 -0.7031 0.2 0.6 -0.8 0.20
H -0.6070 -0.5162 1.3354 0.1 -0.4 -0.3 0.33
H 0.5041 -3.1012 1.6903 1.0 -0.9 0.4 0.19
H -0.4531 -4.4596 1.0183 0.5 -0.4 0.6 0.21
H 1.6930 1.3174 -0.9178 0.1 0.4 0.8 0.21
H 0.8206 0.9027 0.5414 1.3 0.2 -0.1 0.07
H 0.5673 2.3336 -0.0942 -0.2 0.7 -0.7 0.14
H -1.2681 4.3179 -0.8143 0.3 -0.1 -0.4 0.09
H -1.1917 4.1249 0.6386 0.3 -0.2 0.3 0.08
O -0.8111 3.7548 -0.1718 -0.4 -0.1 0.2 -0.04
H 0.0185 0.5484 2.0497 0.6 1.3 0.9 -0.01
H 0.5301 0.9941 3.3993 0.5 0.5 0.1 0.11
O 0.6990 1.1986 2.4570 -1.5 -1.9 -0.7 -0.01
```
Positions in Å, forces in eV/Å.

- HOMO level (spin up / spin down) (Ha) = -0.7843 / -0.7840
- net charge = +3
- E_tot (eV) = -11443.88377
- spin multiplicity = 2
- energy above the lowest of the compared OMol25 structures with the same formula, charge and spin (kcal per mole) = 105.7
- HOMO-LUMO gap (spin up / spin down) (eV) = 3.82 / 3.53

---

C4H16N3O | ωB97M-V with the def2-TZVPD basis set

```
24
Properties=species:S:1:pos:R:3:forces:R:3:lowdin_charge:R:1
N 4.1696 3.5058 -0.5197 0.2 -1.8 2.1 0.01
C -1.8281 -1.2195 1.8955 -0.8 -0.6 0.6 -0.11
C -1.9519 0.1021 1.1156 2.2 -1.3 -3.2 -0.21
N -2.1375 -0.0850 -0.3926 -1.9 0.6 0.6 -0.07
C -0.9768 -0.1300 -1.2196 0.6 0.7 -1.0 -0.30
C -0.4290 -1.5052 -1.5035 -0.8 -1.0 -0.3 -0.26
N 0.2728 -1.8693 -0.2880 0.0 1.1 -0.5 0.05
H 4.2764 4.2478 -1.1423 -0.2 0.8 -1.4 -0.03
H -0.8162 -1.5419 2.0567 0.7 0.4 0.0 0.03
H 3.5975 2.6864 -0.7478 0.6 1.0 -0.3 0.01
H -2.2155 -2.1061 1.3466 -0.4 0.9 0.2 0.07
H -2.2921 -1.2141 2.9229 0.2 0.3 -1.1 0.08
H -2.7583 0.7194 1.3074 -1.6 1.0 1.4 0.07
H -0.9933 0.6829 1.0630 -0.5 -0.2 1.3 0.09
H -2.7786 0.6591 -0.7639 0.9 -1.2 0.8 0.12
H -0.1138 0.3602 -0.7491 -0.6 0.4 -0.4 0.07
H -1.1691 0.3997 -2.1625 -0.1 -0.2 0.1 0.12
H -1.2342 -2.3129 -1.7394 1.1 1.3 0.6 0.14
H 0.1860 -1.4806 -2.4382 0.0 0.1 0.7 0.11
H 0.4812 -2.8216 -0.3559 1.1 -1.5 0.5 0.06
H 0.9524 -1.1409 0.1443 -1.3 -1.1 -0.5 0.06
H 1.7435 0.4859 1.4536 -2.0 -0.2 -1.3 0.07
H 5.0642 3.2524 -0.0974 -0.6 0.0 -0.4 0.01
O 0.9509 0.3258 0.8142 3.0 0.4 1.7 -0.19
```
Positions in Å, forces in eV/Å.

- HOMO level (spin up / spin down) (Ha) = -0.3100 / -0.3005
- net charge = 0
- E_tot (eV) = -10920.59175
- spin multiplicity = 2
- energy above the lowest of the compared OMol25 structures with the same formula, charge and spin (kcal per mole) = 37.3
- HOMO-LUMO gap (spin up / spin down) (eV) = 9.21 / 5.41

---

C4H16N4 | ωB97M-V with the def2-TZVPD basis set

```
24
Properties=species:S:1:pos:R:3:forces:R:3:lowdin_charge:R:1
C -0.0224 1.6296 -0.6818 -0.2 0.2 0.2 -0.74
C -0.6620 1.4725 0.7498 0.3 0.1 -0.4 -0.04
N -0.4417 2.8933 -1.2683 -0.1 0.3 -0.2 0.05
N -0.4042 0.6094 -1.6260 0.1 -0.2 -0.2 0.07
N 1.4250 1.6414 -0.6160 0.2 0.2 0.3 0.08
H -1.4313 3.0547 -1.1184 0.1 0.2 0.1 0.07
H 0.0970 3.6610 -0.8823 -0.1 -0.1 0.0 0.07
H -1.3837 0.6723 -1.8632 0.0 0.0 -0.1 0.07
H -0.1743 -0.3258 -1.3078 -0.1 0.0 0.1 0.03
H 1.8042 0.7591 -0.9201 0.1 -0.1 -0.1 0.06
H 1.7689 1.8717 0.3106 0.0 -0.2 -0.1 0.07
H -0.0043 0.9372 1.4355 0.0 -0.1 0.0 0.06
H -0.8280 2.4544 1.1819 0.0 0.1 0.1 0.07
H -1.6199 0.9634 0.6931 -0.2 -0.1 0.0 0.07
C 1.3902 -2.1802 0.7877 0.0 -0.1 0.1 -0.13
C -0.9742 -2.5106 0.3507 0.0 -0.1 0.1 -0.13
N 0.1792 -1.6463 0.1986 0.0 0.1 0.2 -0.21
H -0.0305 -0.7734 0.6666 0.0 -0.1 -0.1 0.04
H 1.2992 -2.3778 1.8667 0.0 0.0 0.0 0.08
H 1.6457 -3.1160 0.2902 0.1 0.0 0.0 0.08
H -1.2180 -2.7312 1.4008 0.0 0.0 -0.1 0.08
H -0.7807 -3.4541 -0.1601 -0.1 0.0 0.0 0.08
H -1.8348 -2.0341 -0.1164 -0.1 -0.1 0.0 0.07
H 2.2006 -1.4704 0.6283 0.1 0.0 0.0 0.07
```
Positions in Å, forces in eV/Å.

- HOMO level (Ha) = -0.3233
- net charge = 0
- E_tot (eV) = -10367.41115
- SMILES = CC(N)(N)N.CNC
- energy above the lowest of the compared OMol25 structures with the same formula, charge and spin (kcal per mole) = 12.9
- HOMO-LUMO gap (eV) = 9.56

---

C4H16N4O2P2S | ωB97M-V with the def2-TZVPD basis set

```
29
Properties=species:S:1:pos:R:3:forces:R:3:lowdin_charge:R:1
C -2.6327 -0.9653 -1.4298 -0.6 -1.7 0.0 -0.04
C -0.1705 -0.6135 -1.6575 0.2 -1.1 -2.0 -0.10
C -0.9552 -2.8182 -0.8525 -0.3 1.5 0.1 -0.03
C -1.2240 -1.2568 -0.8491 -1.4 -0.8 -0.1 -0.64
N 1.3559 3.5808 -0.0721 -0.4 -4.5 1.6 -0.01
N 3.1460 1.7572 0.5248 -0.8 -1.5 -1.5 -0.07
N -0.2299 0.0238 2.8140 -1.1 2.5 -1.1 -0.14
N -1.2604 -0.8167 0.5344 3.9 4.2 -0.5 -0.07
O 1.2711 2.5463 2.3855 1.2 0.0 0.6 -0.31
O 0.3886 1.2971 0.4318 1.4 -1.9 0.9 -0.41
P 1.6315 2.2782 0.9905 -2.2 1.2 -2.1 0.38
P 0.2792 -0.2128 1.2245 -1.5 -0.4 -0.2 0.28
S 1.9220 -1.2992 1.2008 -0.8 0.6 -0.2 0.24
H -3.4259 -1.2100 -0.6933 0.5 0.0 -0.2 0.09
H -2.8500 0.0284 -1.7517 0.4 1.0 0.0 0.07
H -2.8330 -1.6121 -2.3045 0.2 0.2 0.3 0.08
H 0.8212 -0.7019 -1.3361 1.4 -0.5 1.0 0.02
H -0.2116 0.3329 -2.0885 -1.0 2.2 0.2 0.07
H -0.1940 -1.1853 -2.5626 0.2 -0.7 -0.8 0.09
H 0.0864 -2.9920 -0.7113 0.9 0.0 0.3 0.05
H -1.4647 -3.2749 -0.0124 -0.4 -0.3 -0.1 0.08
H -1.2156 -3.2685 -1.7937 -0.4 -0.2 -0.3 0.08
H 0.4880 4.0002 -0.1107 -1.9 0.9 0.1 0.03
H 2.0995 4.1172 -0.2770 2.9 2.2 -0.9 0.00
H 3.2994 0.8443 -0.0305 -0.8 2.1 1.3 0.08
H 3.7915 1.7923 1.2675 0.8 -0.1 1.1 0.03
H 0.5622 0.3248 3.4188 -0.8 -0.2 -0.7 0.05
H -0.9300 0.8665 2.6991 1.6 -2.0 0.9 0.11
H -1.5451 -1.5628 1.0415 -1.1 -2.5 2.6 0.03
```
Positions in Å, forces in eV/Å.

- HOMO level (Ha) = -0.3242
- net charge = 0
- E_tot (eV) = -43880.07320
- HOMO-LUMO gap (eV) = 9.44

---

C4H16N4O4 | ωB97M-V with the def2-TZVPD basis set

```
28
Properties=species:S:1:pos:R:3:forces:R:3:lowdin_charge:R:1
C 0.4485 0.0226 -1.3769 0.2 0.3 -0.6 -0.11
O -0.2369 -0.7415 -0.4055 -0.4 -1.1 0.3 -0.15
H -0.1625 0.3947 -2.1993 -0.6 0.6 0.5 0.09
H 1.0410 0.7812 -0.8655 0.0 0.2 -0.4 0.08
H 1.0846 -0.6406 -1.9632 0.5 -0.3 0.6 0.08
H -1.0101 -0.3453 0.0028 0.2 0.7 -0.5 0.08
C 1.2282 -3.7261 -2.1626 2.7 -1.2 -0.5 -0.20
O 0.3401 -3.3571 -1.1904 -2.2 0.8 0.5 -0.11
H 2.1261 -3.9293 -1.5789 0.7 -0.2 -0.6 0.08
H 1.0222 -4.6417 -2.7169 -0.7 -0.1 0.3 0.08
H 1.5123 -3.0247 -2.9470 -0.4 0.6 0.2 0.08
H 0.1747 -2.4141 -1.2607 -0.2 0.0 0.3 0.02
C -3.4141 -2.3010 1.4951 6.5 1.8 2.6 -0.57
O -4.0350 -2.6862 0.5241 -2.4 -1.8 -3.9 0.41
N -4.0371 -1.8386 2.5076 -2.9 0.5 2.0 0.28
N -2.0639 -2.2127 1.5187 -0.7 -0.6 -1.4 0.25
H -3.5995 -1.2775 3.2243 -0.1 0.0 -0.1 0.17
H -5.0381 -1.9708 2.4810 -0.2 0.3 0.6 0.17
H -1.5390 -1.7525 2.2486 -0.3 -0.2 0.2 0.15
H -1.5525 -2.4508 0.6809 0.3 -0.2 -0.1 0.12
C 2.3914 4.7284 0.9966 -0.4 -1.0 4.1 -0.84
O 2.5296 4.5751 2.1890 1.0 -0.8 1.7 0.04
N 2.5411 3.8315 0.0918 1.4 -4.8 -4.7 0.16
N 1.8326 5.7837 0.5507 -2.1 5.1 -2.0 0.16
H 2.8856 2.8884 0.2012 0.2 0.5 0.8 0.12
H 2.4929 4.0694 -0.8886 0.0 0.2 0.3 0.11
H 1.5510 5.8233 -0.4184 -0.2 0.6 0.5 0.11
H 1.4869 6.4124 1.2616 0.0 0.1 -0.5 0.13
```
Positions in Å, forces in eV/Å.

- HOMO level (spin up / spin down) (Ha) = -0.4212 / -0.4212
- net charge = +1
- E_tot (eV) = -18547.79158
- spin multiplicity = 2
- HOMO-LUMO gap (spin up / spin down) (eV) = 7.83 / 1.88

---

C4H16N8O4 | ωB97M-V with the def2-TZVPD basis set

```
32
Properties=species:S:1:pos:R:3:forces:R:3:lowdin_charge:R:1
C 0.7422 1.7101 -1.0642 0.2 -0.2 -2.0 -0.61
O 0.3638 0.9116 -0.2037 0.3 0.2 0.4 -0.05
N -0.0998 2.6587 -1.5693 -0.1 -0.1 0.7 0.17
N 1.9365 1.5673 -1.7024 -0.3 0.0 1.1 0.19
H 0.1866 3.4193 -2.1548 0.1 -0.1 -0.1 0.10
H -1.0379 2.6253 -1.2100 0.0 0.2 0.0 0.11
H 2.4886 0.7745 -1.3982 0.4 -0.1 -0.3 0.07
H 2.2567 2.1509 -2.4503 -0.1 0.0 -0.1 0.10
C 3.3301 -1.5598 -0.0713 0.2 0.3 0.2 -0.65
O 3.5640 -0.9988 -1.1353 0.1 -0.2 0.0 0.01
N 4.2395 -2.3433 0.5855 -0.4 -0.1 0.3 0.15
N 2.1123 -1.4250 0.5509 0.5 -0.1 -0.5 0.16
H 4.0155 -2.6520 1.5137 0.1 -0.2 -0.1 0.09
H 5.1737 -2.4875 0.2561 0.0 0.2 -0.3 0.10
H 1.5688 -0.7283 0.0634 -0.5 0.1 0.4 0.05
H 2.0565 -1.4626 1.5529 -0.1 0.0 0.0 0.10
C -1.6904 -1.7335 -1.9526 -0.5 -0.2 -0.3 -0.69
O -0.6492 -1.8136 -2.5880 0.1 0.0 0.2 0.01
N -2.8295 -2.3751 -2.3882 -0.1 0.3 0.4 0.13
N -1.8057 -1.0121 -0.8025 1.1 -0.5 -1.1 0.16
H -3.7043 -2.2133 -1.9272 -0.1 -0.3 -0.1 0.08
H -2.7478 -3.0566 -3.1161 0.0 0.1 -0.1 0.09
H -2.6539 -0.8534 -0.2952 0.2 0.2 0.3 0.07
H -0.8964 -0.6043 -0.6033 -0.8 0.5 0.6 0.06
C -2.2546 1.2038 2.3758 0.8 -0.6 -0.7 -0.67
O -2.8203 0.5593 1.5050 -0.4 0.1 0.1 0.01
N -2.7915 1.3821 3.6189 -0.1 0.2 -0.3 0.15
N -1.0122 1.7354 2.1854 -0.1 0.7 1.1 0.16
H -3.6972 0.9736 3.7504 0.0 0.0 0.2 0.10
H -2.2636 1.7656 4.3780 -0.1 -0.1 0.1 0.09
H -0.6589 2.3399 2.9066 0.2 0.0 -0.1 0.09
H -0.4216 1.5417 1.3901 -0.3 -0.3 -0.4 0.05
```
Positions in Å, forces in eV/Å.

- HOMO level (Ha) = -0.3285
- net charge = 0
- E_tot (eV) = -24522.83755
- SMILES = NC(N)=O.NC(N)=O.NC(N)=O.NC(N)=O
- energy above the lowest of the compared OMol25 structures with the same formula, charge and spin (kcal per mole) = 2.7
- HOMO-LUMO gap (eV) = 9.57

---

C4H16NO2 | ωB97M-V with the def2-TZVPD basis set

```
23
Properties=species:S:1:pos:R:3:forces:R:3:lowdin_charge:R:1
C 0.2382 1.4282 0.4262 -0.8 -0.4 2.4 -0.22
C 1.6192 0.7302 0.5779 0.0 2.6 1.0 -0.20
C 1.6022 -0.4698 1.5569 0.4 -0.3 -0.7 -0.29
C 2.1312 -1.6940 0.8621 -2.6 -2.1 -0.9 -0.15
N -0.8049 0.4553 -0.1679 -0.4 -0.6 0.8 0.04
H -0.0878 1.9143 1.4413 0.1 -1.5 -1.7 0.14
H 0.1096 2.2332 -0.2160 1.0 1.6 -1.4 0.06
H 1.7973 0.4285 -0.4377 0.8 -0.5 -0.3 0.08
H 2.4289 1.5641 0.8587 -1.7 -1.9 -0.6 0.15
H 2.0892 -0.4079 2.5311 0.4 0.9 -0.3 0.11
H 0.6291 -0.7819 1.8490 -1.4 0.4 0.1 0.07
H 1.4367 -2.0734 0.0017 0.8 1.0 1.2 0.08
H 2.0571 -2.5623 1.5407 0.8 0.3 -0.2 0.08
H 3.0437 -1.5471 0.3737 1.8 0.0 -0.3 0.05
H -1.5490 0.8008 -0.9534 1.7 -0.3 1.3 0.14
H -1.4123 0.1607 0.6368 0.0 -0.1 -0.6 0.06
H -0.3877 -0.4864 -0.4969 -0.8 1.6 0.1 0.09
H -3.9276 2.0565 -1.3141 2.0 0.2 -2.0 0.06
H -3.6433 2.3464 -2.8165 -1.3 0.5 -2.3 -0.04
O -3.1889 2.1469 -2.0411 -0.6 -0.7 4.3 -0.18
H -2.0364 -1.8558 -1.8273 0.3 0.2 0.6 0.04
H -0.7302 -2.5212 -1.3306 -0.5 0.3 0.2 0.03
O -1.4142 -1.8655 -1.0547 0.1 -1.2 -1.0 -0.20
```
Positions in Å, forces in eV/Å.

- HOMO level (spin up / spin down) (Ha) = -0.1090 / -0.4155
- net charge = 0
- E_tot (eV) = -9988.08695
- spin multiplicity = 2
- energy above the lowest of the compared OMol25 structures with the same formula, charge and spin (kcal per mole) = 35.1
- HOMO-LUMO gap (spin up / spin down) (eV) = 3.83 / 11.88

---

C4H16NO2 | ωB97M-V with the def2-TZVPD basis set

```
23
Properties=species:S:1:pos:R:3:forces:R:3:lowdin_charge:R:1
C -0.1725 0.5840 -0.4846 0.7 1.4 1.1 -0.11
C -0.5814 0.7592 0.9808 0.0 0.6 0.2 -0.21
C -1.6615 -0.2273 1.4863 1.0 1.3 0.0 -0.23
C -3.0491 0.3125 1.2002 -0.7 0.1 0.3 -0.10
N 1.2707 1.1138 -0.6617 -1.2 0.5 0.6 0.20
H -0.7997 1.2335 -1.0825 -0.1 -0.6 -0.6 0.13
H -0.1018 -0.4406 -0.7312 -0.3 -0.9 -0.7 0.10
H -0.9189 1.7904 1.1107 -0.4 0.0 -0.1 0.12
H 0.2739 0.7653 1.6624 0.3 -0.7 -0.2 0.11
H -1.4825 -0.2151 2.5586 -0.3 -0.5 0.2 0.11
H -1.4020 -1.2073 1.0905 -0.4 -0.2 0.0 0.11
H -3.3367 1.0641 1.9376 0.3 0.1 0.1 0.08
H -3.1431 0.8395 0.2493 0.0 -0.4 -0.2 0.07
H -3.8385 -0.4287 1.3035 0.1 -0.2 -0.3 0.08
H 1.6033 1.1917 0.2977 0.7 -0.2 -0.1 0.14
H 1.8205 0.4812 -1.2353 0.2 -0.3 -0.2 0.11
H 1.2774 2.0572 -1.0495 0.1 -0.1 -0.2 0.17
H 2.2668 -1.2173 -3.4724 -0.2 0.4 -0.4 0.06
H 1.6469 -1.8362 -2.2969 -0.4 0.1 0.2 0.04
O 1.5156 -1.0737 -2.8793 0.7 -0.3 0.4 -0.05
H 2.5929 -2.5516 0.1825 0.3 -0.2 0.0 0.05
H 3.5210 -1.3960 -0.3120 0.1 -0.4 0.1 0.05
O 2.6987 -1.5986 0.1453 -0.4 0.6 -0.2 -0.05
```
Positions in Å, forces in eV/Å.

- HOMO level (Ha) = -0.5487
- net charge = +1
- E_tot (eV) = -9986.31522
- energy above the lowest of the compared OMol25 structures with the same formula, charge and spin (kcal per mole) = 24.6
- HOMO-LUMO gap (eV) = 11.73

---

C4H16NO2 | ωB97M-V with the def2-TZVPD basis set

```
23
Properties=species:S:1:pos:R:3:forces:R:3:lowdin_charge:R:1
C -0.7650 -2.2591 -0.8459 0.3 -0.7 0.2 -0.04
C -0.0972 -1.5126 0.3246 -1.6 -0.1 -0.8 -0.34
N 0.1057 -0.0602 -0.0952 0.8 -1.0 0.6 0.03
C 1.2223 0.1430 -1.0539 -0.2 1.1 -1.0 0.01
C -1.0367 -1.4863 1.5191 0.6 0.3 1.4 -0.04
H -0.0467 -2.7937 -1.4628 0.1 0.2 -0.2 0.08
H -1.4374 -1.6754 -1.4770 0.2 0.3 0.1 0.09
H -1.3934 -3.0331 -0.4214 -0.1 -0.2 0.1 0.09
H 0.8606 -1.9781 0.5299 0.2 0.4 0.2 0.15
H -0.7622 0.2910 -0.4926 -0.1 0.0 0.0 0.17
H 0.2619 0.4389 0.7850 0.3 0.6 0.0 0.11
H 2.1213 0.5407 -0.5975 -0.1 -0.3 0.4 0.11
H 1.4344 -0.7332 -1.6484 -0.1 -0.5 0.3 0.10
H 0.8905 0.9041 -1.7622 0.1 0.1 0.1 0.08
H -2.0858 -1.4600 1.2236 0.1 0.0 0.1 0.10
H -0.7984 -0.6589 2.2058 -0.3 0.3 -0.5 0.08
H -0.8652 -2.2836 2.2510 -0.2 -0.5 -0.8 0.10
H -0.9269 3.7014 -2.3237 0.1 0.0 0.0 0.05
H -1.1894 2.2593 -2.7012 0.0 0.1 -0.2 0.04
O -0.5267 2.8248 -2.2913 -0.2 -0.2 0.1 -0.06
H 1.9166 1.1468 2.7467 -0.1 0.2 0.1 0.06
H 0.7748 2.1831 2.9169 0.1 0.0 0.1 0.06
O 1.0528 1.4130 2.4128 -0.1 -0.4 -0.4 -0.04
```
Positions in Å, forces in eV/Å.

- HOMO level (Ha) = -0.5543
- net charge = +1
- E_tot (eV) = -9986.59700
- energy above the lowest of the compared OMol25 structures with the same formula, charge and spin (kcal per mole) = 18.1
- HOMO-LUMO gap (eV) = 12.30

---

Question: The lowest E_tot belongs to which entry?
Answer: C4H16N4O2P2S